No. 1
Computed, not measured: the ion C26H50IN4O2S with charge +1 at a distorted geometry, with the ωB97M-V functional and the def2-TZVPD basis.

Output
F_max   7.704 eV/Å
Net charge   +1
Electronic energy   -56744.4640 eV
2S+1   1
HOMO   -11.155 eV

XYZ file:
```
84
Properties=species:S:1:pos:R:3:mulliken_charge:R:1
H 6.356 2.003 -0.932 0.275
N 6.246 1.312 -0.134 -0.650
C 5.141 0.490 -0.378 -0.105
C 4.810 -0.645 0.756 -0.493
C 3.225 -0.974 0.989 1.711
N 2.941 -1.743 2.300 -0.597
C 3.992 -2.545 2.644 0.345
S 5.395 -3.486 2.910 -0.090
C 2.525 -1.899 -0.184 -1.561
I 3.692 -3.617 -0.852 0.186
C 2.035 -1.077 -1.512 0.891
C 1.310 -2.057 -2.658 -0.949
C 0.234 -3.118 -2.023 -0.854
C -1.188 -2.464 -1.537 0.331
C -2.337 -3.635 -1.720 -0.629
C -3.458 -3.521 -0.496 -0.567
C -4.424 -2.228 -0.922 -0.389
C -5.801 -2.167 -0.027 -0.453
C -5.593 -1.090 1.206 -0.571
C -5.899 0.444 0.652 -0.457
C -7.506 0.703 0.361 -0.438
O -7.578 1.546 -0.863 -0.332
C -8.492 2.685 -0.665 -0.598
C 0.994 0.084 -0.998 -0.519
C 0.403 1.049 -2.207 -0.833
C 1.570 1.449 -3.313 0.042
C 1.421 2.966 -3.925 -0.602
N 2.132 3.925 -2.959 -0.631
N 1.833 1.024 -0.110 0.030
C 2.290 0.402 1.181 -1.038
C 2.939 1.499 2.208 -0.886
O 2.510 1.168 3.587 -0.388
C 3.638 0.741 4.427 0.064
C 4.630 1.945 4.932 -0.562
C 3.988 3.452 4.866 -0.787
H 4.532 0.719 -1.349 0.211
H 5.494 -1.565 0.525 0.526
H 5.212 -0.195 1.787 0.174
H 1.534 -2.340 0.317 0.491
H 2.987 -0.632 -2.076 0.053
H 2.119 -2.653 -3.302 0.362
H 0.706 -1.418 -3.466 0.280
H -0.033 -3.890 -2.892 0.455
H 0.639 -3.769 -1.135 0.208
H -1.089 -2.294 -0.360 0.069
H -1.460 -1.437 -2.027 -0.119
H -1.834 -4.690 -1.606 0.361
H -2.918 -3.540 -2.746 0.269
H -4.093 -4.502 -0.379 0.403
H -2.989 -3.266 0.546 0.165
H -3.745 -1.275 -0.847 -0.025
H -4.684 -2.401 -2.063 0.305
H -6.673 -1.824 -0.766 0.243
H -5.975 -3.255 0.398 0.345
H -4.501 -1.160 1.680 0.251
H -6.419 -1.357 2.014 0.309
H -5.536 1.237 1.447 0.304
H -5.322 0.627 -0.369 0.179
H -8.080 -0.304 0.169 0.245
H -8.009 1.237 1.294 0.329
H -8.245 3.271 0.323 0.282
H -8.366 3.390 -1.593 0.208
H -9.596 2.281 -0.671 0.249
H 0.151 -0.337 -0.281 0.255
H -0.555 0.576 -2.738 0.277
H 0.035 2.076 -1.735 0.409
H 2.673 1.379 -2.866 -0.161
H 1.524 0.703 -4.241 0.257
H 0.323 3.291 -4.176 0.342
H 2.028 3.060 -4.949 0.311
H 3.161 3.670 -3.052 0.222
H 2.060 4.911 -3.295 0.278
H 2.570 1.490 -0.682 0.655
H 1.152 1.798 0.157 0.653
H 1.303 -0.003 1.721 0.295
H 2.412 2.540 1.956 0.160
H 4.087 1.688 2.088 0.394
H 3.161 0.269 5.414 0.360
H 4.313 -0.096 3.962 -0.065
H 4.877 1.715 6.076 0.360
H 5.649 1.817 4.355 0.269
H 3.339 3.678 3.918 0.149
H 3.393 3.752 5.848 0.273
H 4.916 4.203 4.833 0.280
```

No. 2
Computed, not measured: a cluster of 9 separate species, C26H50N2O25S2 in total at a distorted geometry, with the ωB97M-V functional and the def2-TZVPD basis.

Output
F_max   11.455 eV/Å
Relative energy (zero: lowest compared OMol25 entry of this formula, charge and spin)   0.692 eV
Electronic energy   -103594.1742 eV
2S+1   1
HOMO   -9.789 eV

XYZ file:
```
105
Properties=species:S:1:pos:R:3:mulliken_charge:R:1
C -5.398 -0.520 0.016 -0.592
N -4.477 0.613 0.628 0.644
C -3.375 -0.097 1.309 -0.781
C -3.785 1.428 -0.385 -0.280
C -5.116 1.523 1.632 -0.907
C -5.812 0.876 2.845 -0.445
O -5.640 1.783 3.868 -0.442
H -6.330 -0.136 -0.237 0.396
H -5.544 -1.471 0.817 0.266
H -4.823 -0.880 -0.872 0.216
H -2.784 0.516 1.983 0.306
H -2.753 -0.677 0.677 -0.165
H -3.859 -0.807 2.061 0.430
H -3.223 0.926 -1.173 -0.113
H -3.055 1.969 -0.018 -0.162
H -4.569 2.145 -0.939 0.313
H -5.769 2.043 1.124 1.136
H -4.624 2.468 1.909 0.268
H -5.370 -0.139 3.170 0.266
H -6.831 0.799 2.621 0.343
H -5.897 1.489 4.595 0.236
N 0.017 0.003 0.204 0.262
O -0.680 1.014 -0.353 -0.296
O -0.131 -0.165 1.413 -0.386
O 0.853 -0.672 -0.453 -0.419
O -2.455 -0.314 -3.918 -0.549
S -2.704 -1.631 -3.490 1.111
O -3.999 -2.212 -3.526 -0.640
O -1.829 -2.457 -4.754 -0.350
C -2.039 -2.311 -6.083 -0.280
C -1.358 -3.456 -6.767 -1.055
C -1.876 -1.961 -2.026 0.018
H -1.753 -1.373 -6.383 0.347
H -3.103 -2.351 -6.337 0.303
H -1.649 -3.268 -7.945 0.301
H -1.758 -4.554 -6.757 0.284
H -0.219 -3.422 -6.696 0.256
H -0.734 -1.665 -2.209 0.187
H -2.018 -3.018 -1.814 0.563
H -2.333 -1.567 -1.089 -0.582
O 5.689 -2.113 1.042 -0.611
S 5.212 -3.533 0.835 1.122
O 5.916 -4.494 0.079 -0.601
O 4.748 -4.035 2.332 -0.097
C 5.846 -4.278 3.213 -0.149
C 5.281 -4.628 4.459 -1.671
C 3.628 -3.187 -0.051 -0.659
H 6.462 -3.216 3.308 0.241
H 6.627 -4.894 2.719 0.384
H 4.588 -4.110 4.798 0.504
H 6.009 -4.817 5.198 0.475
H 4.901 -5.661 4.535 0.363
H 3.686 -3.225 -1.256 0.340
H 3.227 -2.163 -0.099 0.086
H 2.787 -3.680 0.358 0.244
C -0.029 3.176 -4.111 -0.420
C -1.348 2.404 -3.980 0.746
O -2.193 3.562 -3.761 -0.393
C -1.577 4.739 -3.730 0.764
O -2.188 5.823 -3.534 -0.657
O -0.304 4.612 -3.958 -0.331
H 0.481 2.921 -5.005 0.372
H 0.803 2.998 -3.468 0.206
H -1.465 1.718 -3.108 -0.345
H -1.650 1.849 -4.990 0.103
C -1.283 4.717 -0.246 0.135
C 0.021 4.865 0.698 -0.248
O -0.348 4.059 1.809 -0.234
C -1.691 3.842 1.753 0.735
O -2.329 3.222 2.634 -0.676
O -2.317 4.277 0.729 -0.338
H -1.096 3.914 -0.783 -0.259
H -1.469 5.576 -0.808 0.495
H 0.040 5.990 1.051 0.271
H 0.973 4.483 0.243 0.189
C 4.595 1.299 -0.782 -0.673
C 3.322 1.413 -1.542 0.626
O 3.270 2.756 -1.997 -0.314
C 4.293 3.507 -1.442 0.592
O 4.413 4.676 -1.366 -0.512
O 5.049 2.636 -0.726 -0.398
H 5.480 1.034 -1.444 0.278
H 4.853 0.647 0.069 0.289
H 2.516 1.322 -0.709 -0.308
H 3.300 0.746 -2.402 0.357
C -0.126 -2.838 3.458 0.231
C -0.035 -3.796 2.306 0.321
O 1.091 -4.600 2.653 -0.359
C 1.235 -4.648 4.054 0.665
O 1.837 -5.497 4.685 -0.532
O 0.567 -3.513 4.505 -0.403
H -1.135 -2.561 3.818 0.177
H 0.334 -1.871 3.253 -0.188
H 0.161 -3.059 1.400 -0.167
H -0.936 -4.329 1.957 0.265
C 2.822 0.769 2.457 0.940
C 2.083 2.029 2.429 0.113
O 2.944 3.100 2.430 -0.428
C 4.194 2.572 2.553 0.540
O 5.141 3.287 2.652 -0.544
O 4.154 1.202 2.549 -0.334
H 2.413 0.240 1.585 -0.408
H 2.493 -0.035 3.263 -0.074
H 1.460 2.300 3.156 0.659
H 1.358 2.011 1.591 -0.507
```

Q: Among the records above, which one has the highest HOMO?
A: C26H50N2O25S2